1.
A cluster of 13 separate species, C7H38NO12 in total, computed with ωB97M-V/def2-TZVPD.

The value obtained for the energy relative to the best compared isomer or geometry (same formula, charge and spin) is 0.0 kJ/mol. The total charge is +1.

The geometry in XYZ format:
```
58
C7H38NO12 ωB97M-V/def2-TZVPD
C 2.33225 1.39776 0.12905
C 1.49673 0.27916 -0.53832
C 0.01058 0.50841 -0.31888
C -0.59573 -0.34238 0.74782
C -0.40654 -1.65350 0.94348
C -1.02242 -2.39822 2.04263
C -2.20855 -2.10692 2.56473
N 1.83264 0.35444 -2.00875
H 3.32946 1.60242 -0.25508
H 2.47980 0.98280 1.13093
H 1.77407 2.32856 0.21154
H 1.74952 -0.70317 -0.15786
H -0.26001 1.52581 -0.04035
H -0.61805 0.34529 -1.21297
H -1.15172 0.16177 1.52578
H 0.17155 -2.19983 0.20012
H -0.41391 -3.20444 2.44093
H -2.64720 -2.70471 3.35859
H -2.85189 -1.35170 2.13388
H 2.83143 0.13321 -2.11067
H 1.53971 1.28675 -2.36263
H 1.27449 -0.33494 -2.52620
H -3.99727 0.90062 0.03518
H -4.29005 2.36678 0.01798
O -4.21968 1.63949 0.64835
H 3.19203 -3.49378 -1.25881
H 3.00412 -2.91117 0.14276
O 2.59764 -2.96906 -0.73395
H 5.18448 -0.98709 -1.31302
H 3.98646 -0.81632 -0.40591
O 4.20363 -1.02939 -1.33419
H -1.69570 3.38820 -1.57891
H -0.52462 3.56457 -0.50412
O -0.75974 3.61751 -1.44736
H -1.47761 2.95245 2.17823
H -1.16000 4.39147 2.13457
O -0.96277 3.60411 1.60709
H -1.83749 -1.83962 -2.71263
H -3.15813 -2.43846 -3.14178
O -2.71398 -1.59913 -3.00813
H 1.44451 0.43564 3.86634
H 0.45536 -0.47041 3.25945
O 1.42559 -0.38284 3.34926
H 0.08406 3.06098 -2.62103
H 0.43354 2.77345 -4.15263
O 0.55777 2.43098 -3.24065
H 1.34159 -2.69367 -1.91959
H 0.33805 -3.39552 -2.85190
O 0.64981 -2.50270 -2.57243
H -3.17627 1.79593 1.73217
H -3.18851 2.11358 3.32765
O -2.62093 1.90393 2.58178
H -3.31489 -0.82337 -1.57731
H -4.25866 -1.22791 -0.42829
O -3.55811 -0.58821 -0.63911
H 2.41908 -1.21924 2.23369
H 3.76158 -1.74950 2.60304
O 3.18890 -1.70887 1.82645
```

---

2.
A structure of composition C17H21Br3F12O8, computed with ωB97M-V/def2-TZVPD.

The value obtained for the energy relative to the best compared isomer or geometry (same formula, charge and spin) is 36.5 kJ/mol.

The geometry in XYZ format:
```
61
C17H21Br3F12O8 ωB97M-V/def2-TZVPD
C 0.62868 0.63777 0.30574
Br 0.70959 2.13465 1.58493
Br -0.57583 1.08319 -1.17839
Br 0.12110 -0.98070 1.22584
H 1.64316 0.51976 -0.05260
C 8.02117 1.60589 -2.29426
C 6.73358 0.98406 -1.83788
O 5.62819 1.72449 -2.37858
C 4.40958 1.55782 -1.93441
O 4.07854 0.69499 -1.18504
C 3.45636 2.61323 -2.48843
F 2.28045 2.05462 -2.72351
F 3.28156 3.56646 -1.58252
F 3.88558 3.16427 -3.60645
H 8.31440 1.49398 -3.33450
H 8.81548 1.17632 -1.67685
H 8.03763 2.66170 -2.01552
H 6.66804 1.09686 -0.75324
H 6.62114 -0.06122 -2.12530
C 0.57480 -3.37728 3.50924
C -0.10900 -3.41274 4.87169
O -1.15009 -4.37705 4.87363
C -0.83019 -5.61293 5.20751
O 0.26230 -6.00134 5.48921
C -2.06329 -6.55658 5.24740
F -2.14087 -7.24337 6.36246
F -3.17168 -5.84907 5.04863
F -1.96686 -7.44083 4.24719
H -0.15054 -3.20358 2.71199
H 1.03143 -4.33752 3.26943
H 1.27777 -2.54840 3.45448
H -0.55428 -2.42887 5.02290
H 0.63323 -3.49388 5.66463
C -3.96798 2.28175 2.90872
C -2.56486 2.75159 3.25945
O -2.46918 4.16259 3.09724
C -2.46815 4.89302 4.21213
O -2.61334 4.45614 5.31151
C -2.36030 6.40389 3.96444
F -3.30445 7.01525 4.70982
F -1.14321 6.83796 4.35824
F -2.54334 6.74413 2.67735
H -4.30530 2.73412 1.97631
H -4.68208 2.58077 3.67785
H -3.97033 1.19545 2.82588
H -1.83897 2.21867 2.64366
H -2.30955 2.41716 4.26505
C -1.43755 -0.44058 -4.32712
C -1.41923 -1.49729 -5.40570
O -2.61544 -1.33602 -6.16438
C -2.85387 -2.07414 -7.21246
O -2.19795 -3.01929 -7.53205
C -4.02968 -1.57192 -8.05838
F -3.97323 -2.06813 -9.27890
F -5.17542 -1.91096 -7.46631
F -4.00125 -0.23548 -8.16490
H -0.57428 -0.55832 -3.67301
H -2.34430 -0.48177 -3.72667
H -1.34605 0.54203 -4.79311
H -1.35467 -2.49834 -4.97483
H -0.53718 -1.38697 -6.03921
```

---

3.
A cluster of 2 separate species, C3H7F6N4O in total, computed with ωB97M-V/def2-TZVPD.

The value obtained for the energy relative to the best compared isomer or geometry (same formula, charge and spin) is 23.8 kJ/mol. The total charge is +1.

The geometry in XYZ format:
```
21
C3H7F6N4O ωB97M-V/def2-TZVPD
C -2.02013 1.26950 1.30299
C 0.22137 -1.30381 -0.39598
C -0.19552 0.07516 0.35238
N 1.69611 -1.55885 0.12282
N 2.07406 1.61762 -0.23164
N 0.70602 1.10762 0.40713
N -0.64020 -2.36373 -0.27547
O -1.34731 0.16130 0.73480
F 2.28523 -2.47136 -0.74733
F 1.62895 -2.33664 1.26085
F 2.16313 0.96433 -1.42783
F 3.12576 1.13795 0.45331
F 0.10902 2.30503 0.71230
F -0.92383 1.76215 -2.04456
H -2.95317 0.89756 1.59145
H -2.25692 2.14697 0.71182
H -1.50077 1.86575 2.15231
H 0.50280 -1.07645 -1.46220
H -0.61294 -3.01463 0.54975
H -0.45604 -2.85481 -1.15992
H -1.60559 1.66935 -2.60696
```

---

4.
The molecule C6H13N, computed with ωB97M-V/def2-TZVPD.

The value obtained for the energy relative to the best compared isomer or geometry (same formula, charge and spin) is 295.5 kJ/mol.

The geometry in XYZ format:
```
20
C6H13N ωB97M-V/def2-TZVPD
C -0.06944 2.66220 -0.31008
C 0.86444 1.84482 -0.96685
C 1.43191 0.47961 -0.58467
C 0.33631 -0.65872 -0.51920
C 0.72564 -1.91699 0.28234
N -0.92755 -0.16867 0.19290
C -1.97877 -0.94125 0.80186
H -0.42595 3.55733 -0.83628
H -0.43196 2.43953 0.69768
H 1.42152 2.41722 -1.70370
H 2.38222 0.30531 -1.02254
H 1.86808 0.77042 0.43617
H -0.13184 -0.91097 -1.50474
H 0.37230 -2.71561 -0.40283
H 1.78209 -1.97575 0.45704
H 0.13578 -1.97940 1.16793
H -0.59246 0.30991 1.04417
H -2.29074 -1.82700 0.05428
H -2.75394 -0.19307 0.92900
H -1.71761 -1.49891 1.78750
```

---

5.
The molecule C3H5N3OS, computed with ωB97M-V/def2-TZVPD.

The value obtained for the energy relative to the best compared isomer or geometry (same formula, charge and spin) is 318.3 kJ/mol.

The geometry in XYZ format:
```
13
C3H5N3OS ωB97M-V/def2-TZVPD
N 3.29789 -0.36153 0.03789
N 2.01046 -0.86707 -0.02639
C 1.00329 -0.09709 0.03093
C 0.80604 1.32504 0.03364
N -0.69441 1.39897 -0.01427
C -1.15940 0.19245 0.19662
S -2.68338 -0.53686 -0.08145
O -0.19370 -0.74843 0.11937
H 3.84404 -1.13457 -0.53953
H 3.24687 0.52259 -0.53827
H 1.18694 1.50440 1.10440
H 1.23748 1.78858 -0.75478
H -1.22880 2.18122 -0.47141
```

---

6.
A structure of composition C10H11AsMoN2O9S, computed with ωB97M-V/def2-TZVPD.

The value obtained for the total energy is -105466.902 eV. The total charge is +2.

The geometry in XYZ format:
```
35
C10H11AsMoN2O9S ωB97M-V/def2-TZVPD
Mo -0.04781 0.09120 0.87840
N 1.72507 1.58179 0.94544
C 1.63652 2.17164 2.30519
C 1.37802 1.04033 3.27367
O 1.80140 0.86318 4.35290
N 0.51877 -0.02044 2.63039
C 0.83708 -1.40349 2.97683
C 1.57593 -1.99923 1.74937
O 2.28538 -2.91485 1.68837
O 1.21034 -1.24031 0.55431
H 2.63732 1.15029 0.80743
H 1.62763 2.31280 0.23657
H 0.79492 2.86886 2.35023
H 2.53736 2.70253 2.61029
H -0.06469 -2.00459 3.12630
H 1.44913 -1.44066 3.87971
O -3.62099 -2.06731 -0.74621
As -2.96053 -0.50587 -0.56575
O -3.76662 0.67612 0.11037
O -1.47733 -0.91818 0.77771
C -1.58046 -0.45536 -1.90078
C -1.41037 -1.60093 -2.65336
C -0.28104 -1.74097 -3.46592
C 0.69133 -0.75909 -3.49244
C 0.52157 0.40538 -2.74785
C -0.60378 0.56792 -1.94124
S -0.84000 2.19122 -1.23935
O -2.13125 2.68178 -1.49961
O 0.36463 2.92622 -1.41486
O -0.82062 1.71499 0.33314
H -4.48080 -2.18247 -0.30526
H -2.13768 -2.40033 -2.61196
H -0.17378 -2.63469 -4.06605
H 1.57109 -0.87379 -4.11068
H 1.23424 1.21629 -2.82527
```

---

7.
The molecule C19H28N8O2, computed with ωB97M-V/def2-TZVPD.

The value obtained for the energy relative to the best compared isomer or geometry (same formula, charge and spin) is 98.0 kJ/mol.

The geometry in XYZ format:
```
57
C19H28N8O2 ωB97M-V/def2-TZVPD
C 0.89027 -2.32171 -3.43678
C 0.48118 -0.87672 -3.52693
C 0.97271 -0.05245 -4.53623
N 0.65152 1.22992 -4.67637
C -0.18639 1.75645 -3.78413
C -0.72955 1.03979 -2.72669
C -1.60321 1.78215 -1.75293
O -1.65884 3.00560 -1.76356
N -2.29163 1.02955 -0.87388
C -3.04650 1.59416 0.23514
C -4.43901 2.01657 -0.21665
C -3.10854 0.58283 1.37941
C -1.75865 0.18247 1.96869
N -0.92273 -0.62294 1.05649
C -0.68687 -1.97194 1.35199
O -1.40773 -2.85874 0.95901
C 0.61307 -2.32230 2.07556
C 0.38586 -2.40767 3.60594
C 1.31297 -1.34028 4.20537
C 2.39834 -1.19719 3.15263
N 1.64840 -1.31051 1.91078
C 2.43594 -1.38313 0.69309
C 2.69922 -0.02893 0.11453
N 3.91198 0.41223 -0.25885
N 3.73762 1.63169 -0.70642
N 2.45985 1.88540 -0.59521
C 1.87234 3.14896 -1.00501
N 1.76036 0.88667 -0.08290
C -0.38818 -0.30458 -2.61234
H 0.57534 -2.87295 -4.32403
H 1.97497 -2.41680 -3.36154
H 0.44140 -2.80253 -2.56765
H 1.66508 -0.45031 -5.27319
H -0.44002 2.80275 -3.90634
H -2.09199 0.04504 -0.81632
H -2.51423 2.48821 0.57746
H -5.00571 2.43517 0.61727
H -4.36848 2.77251 -0.99769
H -4.98969 1.15896 -0.60794
H -3.70873 1.02230 2.17991
H -3.64035 -0.31638 1.04918
H -1.19271 1.08243 2.22146
H -1.92731 -0.35232 2.90771
H -0.02295 -0.15859 0.97582
H 0.92213 -3.29933 1.68585
H -0.65677 -2.25953 3.88561
H 0.66997 -3.39918 3.95599
H 0.79366 -0.38845 4.32668
H 1.70646 -1.63207 5.17815
H 2.91893 -0.23841 3.19584
H 3.15901 -1.98952 3.24346
H 3.40663 -1.86660 0.85885
H 1.90456 -1.99080 -0.04415
H 1.62979 3.11972 -2.06479
H 0.96104 3.30521 -0.43604
H 2.59164 3.93800 -0.80858
H -0.76540 -0.92187 -1.80477
```

---

8.
The ion C7H14IN2O2S with charge -1, computed with ωB97M-V/def2-TZVPD.

The value obtained for the total energy is -33496.025 eV. The total charge is -1.

The geometry in XYZ format:
```
27
C7H14IN2O2S ωB97M-V/def2-TZVPD
N 4.13538 -0.51113 -0.38279
C 3.14150 -0.82676 0.72250
C 1.88575 -1.64433 0.10701
C 0.59966 -0.67128 0.01056
C -0.76489 -1.51606 -0.16890
C -2.05496 -0.55743 0.14072
N -1.84433 0.68688 -0.65924
S -3.08334 0.95505 -1.84098
C -1.56957 1.88514 0.18649
I -0.80466 3.44653 -1.14225
C -2.84853 2.48456 0.95469
O -3.81757 1.73439 1.36020
O -2.82344 3.86255 1.19990
H 3.55914 -0.32234 -1.21499
H 4.65597 0.32221 -0.07060
H 2.73912 0.17470 1.13470
H 3.66124 -1.44669 1.54157
H 1.61533 -2.58636 0.72066
H 2.23025 -2.00237 -0.94202
H 0.55349 -0.11293 1.02555
H 0.80590 0.06776 -0.83731
H -0.85254 -1.76231 -1.29550
H -0.75349 -2.46410 0.46856
H -2.98234 -1.16141 -0.19237
H -2.16928 -0.35086 1.27338
H -2.43559 0.72059 -3.07301
H -0.77819 1.59603 0.97344
```

---

9.
A cluster of 26 separate species, C12H70BN2O28 in total, computed with ωB97M-V/def2-TZVPD.

The value obtained for the total energy is -74560.285 eV. The total charge is +1.

The geometry in XYZ format:
```
113
C12H70BN2O28 ωB97M-V/def2-TZVPD
O -0.52105 -1.31156 -2.03623
B 0.80619 -1.91047 -1.88792
O 1.71685 -2.03630 -3.00238
O 1.14135 -2.40955 -0.57215
C 1.61122 -1.37511 0.32240
N 0.48251 -0.51412 0.86177
C 0.93082 0.37489 2.00535
C 1.29971 -0.57143 3.24343
N 1.82456 -1.91936 2.86725
C 2.50685 -1.93323 1.54002
C 3.14424 -3.39222 1.25642
C 2.41937 -4.57818 2.05090
C 0.87470 -4.75930 1.69906
C -0.29226 -4.19543 2.59292
C -1.79281 -4.36594 2.26963
C -2.27102 -5.15877 1.02389
C -1.13615 -5.76114 0.11763
C 0.38994 -5.55977 0.43319
H -1.04051 -1.65043 -1.25742
H 1.38403 -2.80463 -3.53892
H 2.27122 -0.64946 -0.29451
H -0.26578 -1.18333 1.13475
H 0.08803 0.13042 0.14563
H 1.75048 1.10512 1.70036
H 0.00043 0.98992 2.29259
H 0.31134 -0.73728 3.82690
H 1.98248 -0.01526 3.98670
H 2.54548 -2.16780 3.55861
H 3.40316 -1.20031 1.63013
H 4.22566 -3.33685 1.66894
H 3.28010 -3.61320 0.13027
H 2.94665 -5.55657 1.72650
H 2.56928 -4.50906 3.17966
H -0.02234 -3.59465 3.53634
H -2.59940 -3.93067 2.95640
H -3.37814 -5.33408 0.75985
H -1.44637 -6.37262 -0.80275
H 1.12827 -6.04874 -0.28260
O -2.26325 -0.16532 0.65668
H -2.73633 0.24084 -0.08574
H -2.76326 0.12055 1.44005
O -1.92766 1.21833 -2.22194
H -1.31148 1.96192 -2.27523
H -1.39944 0.45804 -2.50406
O 0.24705 3.19434 2.99819
H 0.77300 3.28908 3.80320
H 0.33837 4.05094 2.55867
O -0.91590 2.38698 0.25195
H -0.48491 2.65288 1.07362
H -1.67065 1.85728 0.54520
O -2.95204 2.73519 -4.88937
H -2.75724 1.95837 -4.34698
H -2.58270 2.51420 -5.75354
O -3.61035 0.28088 3.16245
H -3.17962 0.54706 3.98426
H -4.36296 -0.24960 3.45427
O -4.02534 -2.80773 4.88195
H -3.32525 -3.44757 5.06899
H -4.27709 -2.99611 3.96963
O -2.45885 -2.61876 -4.01918
H -2.02925 -2.34490 -3.19913
H -3.21283 -3.14602 -3.72600
O 2.36873 1.23380 6.03049
H 2.79256 0.36543 5.99481
H 1.97686 1.26848 6.91191
O 2.64154 -5.06186 -1.96927
H 3.49014 -4.74622 -2.30967
H 2.10285 -4.26275 -1.90965
O 3.58883 -1.79755 6.40469
H 4.01585 -2.66436 6.36164
H 3.19993 -1.77246 7.28813
O -1.79008 4.75225 -2.51600
H -2.06461 4.56365 -3.42673
H -1.99300 3.93803 -2.03785
O 0.28059 2.99726 -3.94137
H 1.18282 2.90371 -4.27045
H 0.30397 3.81413 -3.42348
O 5.76528 -3.14021 4.57641
H 6.61254 -2.82598 4.23641
H 5.23411 -2.33729 4.65597
O -2.86301 -0.47024 -6.12682
H -2.67273 -1.25120 -5.58752
H -2.49228 -0.68605 -6.99116
O -4.59416 3.90353 -7.64839
H -5.42660 4.21489 -7.27315
H -4.06074 3.67597 -6.87577
O 6.06225 -5.20855 -1.50922
H 5.27321 -5.66667 -1.19199
H 6.66025 -5.92284 -1.76259
O -3.70921 -4.95216 6.83922
H -3.86376 -4.36031 7.58580
H -4.49290 -5.51506 6.82160
O 3.83447 1.49985 3.29978
H 3.41777 2.22357 2.81490
H 3.43564 1.54750 4.17927
O 4.22698 1.53571 -0.22792
H 4.41871 0.75581 0.30817
H 4.59172 1.31760 -1.09718
O -0.72308 7.66587 -3.97314
H -0.95735 6.85516 -3.50589
H -1.56561 7.98402 -4.33028
O -2.86153 9.51438 -4.85995
H -3.33388 9.90982 -5.60099
H -3.35783 9.80579 -4.08735
O 5.36964 1.58488 -3.30680
H 4.58503 1.74137 -3.84667
H 5.95945 1.09057 -3.88970
O -4.87989 5.38812 -1.85310
H -3.97642 5.29433 -2.18351
H -4.85606 6.20271 -1.33679
O -5.06177 10.91146 -5.09406
H -5.24172 11.84872 -4.94649
H -5.93460 10.49900 -5.06885
```